Below is a cluster of 2 separate species, H2P2S4 in total, with properties calculated with ωB97M-V with the def2-TZVPD basis set.

Molecular weight: 192.23 g mol⁻¹
Strongest force on any atom: 4.61 eV/Å
HOMO energy: -8.3 eV
Gap between HOMO and LUMO: 6.285 eV

ORCA input file:
```
! wB97M-V def2-TZVPD RIJCOSX def2/J DEFGRID3
* xyz 0 1
P 2.1689 0.8960 -1.7760
P 0.1898 0.7293 0.4201
S 0.2142 2.0622 1.8255
S 2.4118 0.0710 0.1034
S 0.4094 1.8812 -1.5755
S -1.4082 -2.2859 0.3091
H -2.5392 -1.9305 -0.5114
H -1.4467 -1.4231 1.2048
*
```